CH19NO10 | wB97M-V/def2-TZVPD

Structure (XYZ):
```
31
Properties=species:S:1:pos:R:3:forces:R:3
N -0.45012 1.51400 3.27510 -0.5 0.1 -0.8
C -0.25490 2.21116 2.09184 0.6 -0.8 2.2
O 0.21770 3.31805 2.09112 -0.3 0.2 -0.8
O -0.52675 1.47510 1.01895 -0.2 0.9 -1.4
H -0.49831 0.51350 3.20289 0.0 -0.1 0.3
H -0.16048 1.94822 4.13088 0.1 0.0 0.0
H -1.24645 0.78563 1.05001 0.6 -0.2 0.7
O -0.33569 0.57202 -3.26453 0.4 -0.1 0.1
H -0.63407 1.23243 -2.62190 -0.3 0.2 -0.1
H -0.84131 0.67722 -4.07182 -0.1 0.1 0.1
O 1.91798 -1.06263 1.06059 0.2 -0.6 0.2
H 2.74103 -1.28130 1.51246 -0.1 0.3 0.6
H 2.16444 -1.45960 0.21867 -0.3 0.1 -0.1
O -1.31753 2.68519 -1.42564 0.3 0.1 0.0
H -1.07746 2.54595 -0.49295 0.0 -0.2 -0.1
H -0.76179 3.42949 -1.68793 -0.1 0.0 0.0
O 1.07138 -1.67522 -2.31329 0.0 0.8 0.8
H 1.48967 -1.57233 -1.44877 0.2 -0.6 -0.1
H 0.97369 -0.72271 -2.50094 -0.4 -0.2 -0.9
O 3.39554 0.35183 -0.56567 0.4 0.9 0.1
H 2.69695 0.89184 -0.17857 -0.6 -0.4 -0.1
H 4.14431 0.82260 -0.18050 0.4 -0.3 -0.3
O -1.65706 -1.71772 -1.46304 -0.2 0.0 0.4
H -2.12738 -2.27999 -2.08143 0.1 0.0 -0.1
H -0.71212 -1.74426 -1.69563 0.1 -0.1 -0.4
O -0.22642 -3.38202 1.38325 0.3 -0.5 0.1
H -0.91941 -3.45228 0.72365 -0.2 0.3 0.0
H -0.39408 -2.58881 1.89704 -0.2 0.2 -0.3
O -1.91125 -0.70771 1.02049 -0.4 0.6 -0.2
H -2.82135 -0.52264 1.27591 -0.1 -0.2 0.0
H -1.93878 -0.80503 0.03974 0.0 -0.6 0.2
```
Forces are in eV/Å.

Calculated values
LUMO energy ... 0.22 eV
SMILES ... NC(=O)O.O.O.O.O.O.O.O.O
Multiplicity ... 1
Molar mass ... 205.160 u
F_max ... 2.420 eV/Å

Löwdin atomic charge list, values in e, 2 entries:
1 N 0.167
2 C -0.667


C19H30AgBO23 | wB97M-V/def2-TZVPD

Structure (XYZ):
```
74
Properties=species:S:1:pos:R:3:forces:R:3
Ag 0.31705 0.22493 -0.06999 -0.4 -0.3 -0.1
O -8.48298 -1.77418 1.18554 5.0 -0.1 1.9
C -7.31595 -1.56890 1.61632 -3.1 1.0 -1.6
O -6.18829 -2.31083 1.57686 -0.9 0.5 -0.2
B -5.05975 -1.42307 1.88602 0.4 -0.2 0.3
O -5.57232 -0.11133 2.22500 1.8 0.0 0.7
C -6.83905 -0.11434 2.10966 -4.5 0.7 -1.0
O -7.59760 0.83608 2.17566 1.2 -1.2 0.3
O -4.11184 -1.15252 0.74718 0.7 -0.7 -0.5
C -2.91859 -1.58663 1.06945 0.2 -0.6 1.5
O -1.86867 -1.63011 0.48275 -0.1 0.7 -1.0
C -2.99796 -2.12880 2.52352 2.6 -2.6 2.6
O -4.22056 -2.00588 2.97409 -0.1 0.4 -0.8
O -2.07228 -2.70311 3.16624 -2.7 2.3 -2.4
C 1.86816 1.71687 -3.34403 -1.0 -0.2 0.9
O 2.99755 1.89400 -2.47698 0.2 0.0 0.0
C 2.81462 1.97781 -1.15541 -0.7 -0.9 -0.4
O 1.79512 2.09885 -0.53207 -1.4 0.6 -0.4
O 3.94441 1.78910 -0.55899 2.2 0.4 -1.9
C 4.03582 1.77708 0.80556 2.4 -0.7 2.1
H 2.21886 1.53185 -4.35935 0.1 0.4 0.2
H 1.14803 2.52762 -3.23364 0.4 0.5 -0.5
H 1.26163 0.86998 -3.02310 0.4 -0.4 0.1
H 3.65675 0.83397 1.19918 -1.2 0.8 0.5
H 4.07576 2.73623 1.32184 -2.0 0.2 0.0
H 5.08934 1.63642 1.04724 0.7 -0.6 -0.8
C 4.89475 -1.63417 0.03844 0.2 1.9 1.1
O 4.15851 -2.46705 0.92244 -2.5 -1.2 -0.5
C 2.86070 -2.13224 1.16979 -0.7 1.8 0.7
O 2.23649 -1.15445 0.68800 2.0 -2.8 1.0
O 2.41628 -2.89941 2.19537 0.2 0.9 -1.3
C 1.00254 -2.83356 2.50285 -0.9 0.0 0.3
H 4.31012 -1.03149 -0.65661 -0.3 -0.4 0.1
H 5.73389 -2.10368 -0.47488 -0.4 -0.6 0.4
H 5.23898 -0.95557 0.81889 1.0 0.7 -0.8
H 0.83020 -3.24279 3.49831 0.5 -0.5 -0.3
H 0.41976 -3.36293 1.74904 0.2 -0.1 0.1
H 0.52813 -1.85816 2.61061 0.7 0.4 -0.5
C 3.50559 -1.70424 -3.67613 -0.4 1.7 0.9
O 2.23594 -2.30346 -3.82265 -2.0 -0.1 1.3
C 1.21467 -1.91697 -2.95113 1.2 0.5 1.7
O 1.26518 -1.25391 -1.89494 1.0 -1.0 -2.8
O 0.13438 -2.46776 -3.38857 -1.3 -0.9 -1.1
C -1.17143 -2.06037 -2.95619 -0.9 1.0 -0.2
H 3.34855 -0.68921 -4.04101 0.7 0.1 -0.4
H 4.29499 -2.22663 -4.21655 -0.5 -0.2 0.1
H 3.71651 -1.55511 -2.61718 0.3 -0.4 0.0
H -1.76686 -1.77123 -3.82219 0.5 -0.1 -0.5
H -1.14559 -1.15173 -2.35470 0.2 -0.4 0.4
H -1.80222 -2.83637 -2.52258 0.9 -0.3 0.5
C 2.03769 0.24134 4.05131 1.4 -1.4 -2.2
O 0.72625 0.56660 4.27740 -3.1 1.0 -0.7
C -0.18977 0.90079 3.27381 1.7 1.2 0.4
O 0.08323 1.22154 2.08585 -1.1 -1.3 3.8
O -1.34572 0.99816 3.96688 0.8 -0.1 -1.9
C -2.41963 1.65293 3.28101 -0.9 0.9 -0.3
H 2.34011 -0.57825 4.70316 -0.1 0.4 0.4
H 2.75928 1.05801 4.02990 -0.3 0.3 0.5
H 2.07661 -0.19970 3.05528 0.4 0.0 -0.3
H -3.34503 1.58622 3.85310 0.4 -0.6 0.3
H -2.63260 1.30590 2.26991 0.4 -0.4 0.1
H -2.23449 2.72469 3.20916 0.4 0.0 0.0
C -1.50029 1.43549 -4.37256 -1.9 -0.4 1.0
O -1.45784 2.63376 -3.56606 0.4 0.0 -2.5
C -1.48703 2.59617 -2.26428 2.3 -2.1 0.7
O -1.31350 1.59243 -1.59104 -0.8 -0.1 -0.1
O -1.41507 3.81225 -1.85840 -0.5 1.4 1.3
C -1.14740 4.09996 -0.46458 0.2 0.7 -0.2
H -2.30579 0.88416 -3.88747 -0.2 -0.4 -0.6
H -0.68039 0.71798 -4.40485 0.7 0.8 0.4
H -1.78716 1.73850 -5.37953 0.1 0.1 0.3
H -2.05636 4.13906 0.13572 -0.1 0.0 -0.3
H -0.71524 5.09225 -0.59389 -0.1 0.0 0.6
H -0.42688 3.45110 0.03335 0.0 -0.3 -0.5
```
Forces are in eV/Å.

Calculated values
LUMO energy ... 0.00 eV
Multiplicity ... 1
Molar mass ... 745.106 u
F_max ... 5.377 eV/Å

Löwdin atomic charge list, values in e, 2 entries:
1 Ag 0.810
2 O 0.093


C5H8N | wB97M-V/def2-TZVPD

Structure (XYZ):
```
14
Properties=species:S:1:pos:R:3:forces:R:3
C 2.54210 0.12132 0.06153 -0.6 -0.2 0.0
C 1.13257 0.07035 -0.20947 -2.3 -1.7 -0.1
N 0.07677 0.76044 0.08148 0.5 3.7 2.5
C -1.11163 0.15527 -0.52234 2.7 -2.3 0.6
C -2.41252 0.11198 0.20855 2.3 2.8 0.5
C 0.02900 -0.82160 -0.09731 -0.3 -2.2 -0.5
H 3.07212 -0.54358 -0.55846 0.6 -1.2 -0.4
H 2.66184 -0.06114 1.11300 0.2 -0.4 0.6
H 2.90637 1.06558 -0.13282 0.8 2.3 -0.3
H -1.00101 0.43385 -1.52722 -0.6 -0.1 -1.5
H -2.11552 0.18887 1.31950 -1.4 -0.1 -1.7
H -2.83119 -0.76707 -0.14491 -1.3 -1.9 0.1
H -2.94262 0.95764 -0.28138 -0.3 -0.4 1.3
H -0.00628 -1.67191 0.68983 -0.2 1.8 -1.0
```
Forces are in eV/Å.

Calculated values
LUMO energy ... -5.01 eV
Net charge ... +1
SMILES ... CC1=[N+]2[C@H](C)[C@@H]12
Multiplicity ... 1
Molar mass ... 82.126 u
F_max ... 4.434 eV/Å

Löwdin atomic charge list, values in e, 2 entries:
1 C 0.061
2 C -0.147


C2H5N3O2S | wB97M-V/def2-TZVPD

Structure (XYZ):
```
13
Properties=species:S:1:pos:R:3:forces:R:3
O -1.08759 -1.15716 -2.51344 0.8 -0.9 0.3
N 0.08175 -1.15108 -1.70161 -0.6 -0.6 -0.6
C -0.06906 -0.37960 -0.55420 -0.1 1.4 0.8
N -1.05298 0.42544 -0.46199 0.1 -0.1 0.9
S -1.39007 1.27823 0.99794 0.0 -0.1 -0.7
C 0.08985 0.97007 2.03556 -0.4 -1.9 -1.0
O 1.18185 0.59207 1.22033 0.2 0.4 -0.5
N 0.89968 -0.58431 0.47029 -1.5 0.0 -0.3
H -1.46868 -0.29254 -2.38207 -0.5 0.9 0.2
H 0.82170 -0.90479 -2.34435 0.4 0.2 0.4
H 0.38966 1.88845 2.48379 0.1 0.5 0.6
H -0.15578 0.13478 2.71327 0.3 0.6 0.1
H 1.75966 -0.81954 0.03651 1.1 -0.4 -0.1
```
Forces are in eV/Å.

Calculated values
LUMO energy ... 0.66 eV
SMILES ... ONC1=NSCON1
Multiplicity ... 1
Molar mass ... 135.148 u
F_max ... 2.174 eV/Å

Löwdin atomic charge list, values in e, 2 entries:
1 O -0.038
2 N -0.007


C5H13NO3 | wB97M-V/def2-TZVPD

Structure (XYZ):
```
22
Properties=species:S:1:pos:R:3:forces:R:3
C -0.65046 2.38577 0.37042 1.6 0.6 -0.3
C -0.78583 0.88880 0.65537 -0.2 0.4 0.5
N 0.51241 0.23977 0.47937 -1.1 -3.6 1.2
C 1.35572 -0.05174 1.69597 0.5 2.0 -1.8
C 0.51467 -0.91467 -0.42641 0.8 -0.7 0.5
C 1.39736 -0.69976 -1.63355 0.5 1.0 -2.8
O 1.01583 0.33237 -2.45639 0.9 -1.0 0.3
O 2.29405 -1.39092 -2.00263 -0.6 -0.1 1.1
H 0.41583 2.63246 0.21187 -0.2 -0.4 -0.2
H -0.80728 3.03043 1.23158 -0.9 -0.2 -0.1
H -1.12321 2.70955 -0.54698 -0.5 0.1 0.1
H -1.52221 0.30016 0.11122 0.1 0.5 -0.6
H -1.15302 0.77667 1.67963 0.7 -0.1 0.3
H 2.33022 -0.39940 1.35918 -0.1 -0.3 -0.1
H 0.84538 -0.80071 2.28731 -0.2 0.1 0.3
H 1.52715 0.93136 2.12245 -0.2 -0.2 0.9
H -0.46619 -1.30543 -0.72939 -0.1 0.7 -0.1
H 0.98293 -1.77934 0.05756 0.1 0.4 0.3
H 0.46924 0.97894 -2.03786 -0.8 0.7 0.5
H -2.74710 -2.13775 -1.35371 -0.9 -0.1 0.0
H -2.36160 -3.11817 -0.15157 -0.2 0.5 -0.9
O -2.04387 -2.60838 -0.92345 1.0 -0.4 0.9
```
Forces are in eV/Å.

Calculated values
LUMO energy (spin up / spin down) ... -3.03 / -7.90 eV
Net charge ... +1
Multiplicity ... 2
Expectation value of S² ... 0.75
Molar mass ... 135.163 u
F_max ... 3.906 eV/Å

Löwdin atomic charge list, values in e, 2 entries:
1 C -0.035
2 C -0.169


C37H34AlF2N3O4Si | wB97M-V/def2-TZVPD

Structure (XYZ):
```
82
Properties=species:S:1:pos:R:3:forces:R:3
Al -10.21191 -18.50171 6.67934 0.5 0.7 -0.2
F -15.08288 -16.14939 7.19793 1.1 -0.8 0.9
C -14.27909 -17.27026 7.36308 -1.3 0.5 -1.4
C -12.90896 -17.19029 7.31881 0.6 -0.3 0.1
C -12.14262 -18.34845 7.13630 -0.2 -0.9 1.1
C -12.76706 -19.61935 7.19760 -2.0 1.4 -0.8
C -14.17450 -19.62792 7.11651 -0.2 1.0 0.9
F -14.86668 -20.77371 6.97930 -0.2 -0.2 0.0
C -14.95085 -18.47075 7.24372 1.0 -0.7 0.2
C -11.98182 -20.82736 7.21857 1.8 -0.2 0.8
C -12.49534 -22.10912 7.43352 -1.5 0.0 -0.3
C -11.66750 -23.19279 7.29649 1.3 -0.5 0.1
C -10.27949 -22.97919 7.17275 -0.6 0.1 -0.3
C -9.81694 -21.68554 7.06135 -0.1 0.4 0.0
N -10.63592 -20.61266 7.13291 -0.4 -0.7 -0.6
H -12.40841 -16.25102 7.47717 -0.1 0.4 -0.5
H -16.01745 -18.50608 7.32178 -0.4 -0.1 -0.3
H -13.58960 -22.20947 7.62661 1.3 -0.1 -0.4
H -12.02721 -24.22172 7.24408 -0.1 0.4 0.4
H -9.56505 -23.78977 7.12636 -0.2 -0.1 -0.1
H -8.75420 -21.52302 6.83584 -0.5 0.3 0.3
C -10.02110 -16.55773 5.99884 -0.5 -0.7 0.1
Si -9.32509 -15.62014 7.42071 -0.7 1.3 -1.2
C -8.99574 -16.75992 8.93541 -0.3 -0.3 -0.1
N -9.10596 -18.22994 8.63328 0.2 -0.5 -0.9
C -9.75461 -18.97351 9.77341 1.3 0.0 -0.4
C -8.78495 -19.27335 10.94670 -1.3 -0.7 0.3
C -7.44716 -18.62771 10.86554 1.5 0.1 -1.5
C -6.74781 -18.77382 9.44880 1.0 -1.2 1.3
C -7.71800 -18.81017 8.30218 -2.0 -0.6 -0.8
C -10.45211 -14.14722 7.96651 0.0 -1.2 -0.4
C -10.58219 -13.01911 7.16204 -0.3 1.1 0.5
C -11.49964 -11.98344 7.46189 0.5 -1.5 0.4
C -12.30053 -12.10634 8.59576 -0.3 0.5 0.2
C -12.20376 -13.25775 9.37010 -0.9 0.0 0.4
C -11.36372 -14.31460 9.00265 -0.2 1.3 0.3
C -7.72444 -14.85490 6.75733 0.4 -0.5 1.0
C -7.08125 -13.89222 7.50430 1.3 1.1 0.1
C -5.69816 -13.56878 7.28538 -1.9 -0.7 0.7
C -4.96684 -14.12029 6.26563 -0.8 -0.3 -0.3
C -5.70542 -14.93543 5.39552 0.3 -0.1 0.0
C -6.96305 -15.38191 5.70397 -1.3 -0.2 -0.5
H -9.35659 -16.43815 5.12616 -0.3 -0.1 0.4
H -11.06991 -16.29286 5.68258 1.1 -0.2 0.4
H -9.66574 -16.58235 9.79515 0.4 0.3 -0.4
H -7.97342 -16.53960 9.23358 0.1 0.1 0.3
H -10.10368 -19.93874 9.40320 -0.3 0.3 -0.1
H -10.56582 -18.35798 10.13838 -0.4 -0.1 -0.3
H -8.66177 -20.36985 11.01641 0.0 0.4 0.0
H -9.32592 -18.97483 11.86093 0.4 -0.2 -0.1
H -6.77310 -19.07974 11.57556 0.2 -0.1 0.4
H -7.46289 -17.57328 11.07091 -0.3 0.5 0.3
H -6.19705 -19.77057 9.42051 -0.6 1.2 0.1
H -5.93868 -18.01950 9.37879 -0.7 -0.2 -0.2
H -7.95341 -19.88301 8.01288 0.4 1.2 0.3
H -7.38350 -18.31797 7.37443 0.0 -0.2 0.4
H -9.91964 -12.91124 6.31793 0.1 0.1 -0.2
H -11.56998 -11.14155 6.81778 -0.1 0.6 -0.4
H -13.04350 -11.32315 8.90471 0.9 -0.8 -0.5
H -12.88469 -13.28165 10.24551 0.6 -0.5 -0.6
H -11.41980 -15.24179 9.52497 0.1 -0.5 0.6
H -7.60686 -13.29628 8.27315 0.3 -0.6 -0.2
H -5.31433 -12.97918 8.06978 0.9 0.9 0.4
H -3.90147 -13.97097 6.13789 -0.1 0.3 -0.1
H -5.35315 -15.24420 4.43818 0.8 -0.4 -0.3
H -7.45625 -16.10304 5.03749 0.5 0.3 0.2
O -7.24338 -18.97087 5.18298 -1.4 0.0 -0.5
C -8.31230 -19.17556 4.58258 1.4 -0.1 1.1
O -9.47218 -19.32479 5.18408 0.7 0.2 -0.7
C -8.21539 -19.34043 3.07670 0.9 0.1 -0.1
C -9.35121 -19.55405 2.33491 -0.7 -0.3 -0.9
C -9.31655 -19.65045 0.91876 -0.4 0.8 0.9
C -8.08838 -19.41283 0.32435 0.6 -1.2 1.7
C -6.85491 -19.36298 1.04285 -1.6 0.6 0.5
C -6.93344 -19.27680 2.42229 -0.4 0.0 0.1
N -8.00658 -19.57657 -1.08096 0.8 -0.3 -1.5
O -6.85982 -19.60214 -1.55062 -1.7 0.1 -0.3
O -9.05822 -19.73032 -1.68816 1.0 0.2 -0.3
H -10.30393 -19.66821 2.85621 0.3 0.1 -0.1
H -10.25142 -19.81553 0.32784 1.2 0.2 0.6
H -5.90683 -19.31447 0.52779 -0.2 0.0 0.0
H -5.98309 -19.14669 2.95368 -0.8 -0.1 0.2
```
Forces are in eV/Å.

Calculated values
LUMO energy ... -0.74 eV
Multiplicity ... 1
Molar mass ... 677.760 u
F_max ... 2.549 eV/Å

Löwdin atomic charge list, values in e, 2 entries:
1 Al 0.317
2 F 0.036